# 1
{"formula": "C5H8O", "method": "wB97M-V/def2-TZVPD", "symbols": ["O", "C", "C", "C", "C", "C", "H", "H", "H", "H", "H", "H", "H", "H"], "positions_angstrom": [[-2.317, 0.339, 0.045], [-0.935, 0.271, -0.320], [0.444, 1.367, -0.056], [1.543, 0.338, 0.073], [1.117, -0.917, 0.158], [-0.367, -1.047, 0.180], [-2.602, -0.551, 0.327], [-0.942, 0.390, -1.405], [0.718, 2.203, 0.633], [0.423, 1.883, -1.013], [2.599, 0.580, 0.213], [1.753, -1.782, 0.284], [-0.742, -1.934, -0.348], [-0.691, -1.139, 1.229]], "forces_ev_per_angstrom": [[0.4, 0.6, 0.6], [0.9, 0.3, 0.0], [-0.8, -0.5, -0.2], [-0.2, -0.3, -0.1], [0.2, 0.0, 0.1], [0.0, 0.0, 0.0], [0.4, 0.7, -0.1], [0.2, -0.4, 0.0], [-1.4, -0.7, 0.3], [0.4, -0.1, -0.2], [-0.3, 0.2, -0.3], [0.1, 0.1, 0.1], [0.0, 0.3, -0.1], [0.0, -0.1, -0.1]], "smiles": "OC1CC=CC1", "homo_lumo_gap_ev": 10.2, "e_above_lowest_ev": 2.222}

=====

# 2
{"formula": "C6H3I", "method": "wB97M-V/def2-TZVPD", "symbols": ["C", "C", "C", "C", "C", "C", "I", "H", "H", "H"], "positions_angstrom": [[1.011, -0.598, 1.096], [0.957, -1.962, 1.471], [0.916, 0.659, 0.556], [-0.218, 0.629, -0.222], [-0.888, -0.779, -0.357], [-0.071, -1.533, 0.602], [-0.727, 3.671, -1.951], [1.635, 1.470, 0.569], [-2.041, -0.790, -0.317], [-0.573, -0.767, -1.448]], "forces_ev_per_angstrom": [[-1.2, -2.8, -0.2], [-1.0, 0.5, -0.7], [-0.4, 1.4, -1.4], [-0.1, 0.2, 0.5], [-0.7, 1.9, -0.5], [1.8, 0.7, 0.5], [0.1, -0.5, 0.3], [-0.3, -0.1, 0.4], [2.0, -0.1, 0.1], [-0.3, -1.3, 0.9]], "homo_lumo_gap_ev": [5.7, 7.0], "e_above_lowest_ev": 3.395}

=====

# 3
{"formula": "C26H39FN3O3Sb2Se4Sn", "method": "wB97M-V/def2-TZVPD", "symbols": ["Sn", "F", "C", "C", "C", "C", "O", "C", "C", "N", "C", "C", "C", "C", "C", "C", "N", "C", "C", "N", "C", "C", "C", "O", "O", "H", "H", "H", "H", "H", "H", "H", "H", "H", "H", "H", "H", "H", "H", "H", "H", "H", "H", "Se", "Sb", "Se", "Se", "Se", "C", "C", "C", "Sb", "C", "C", "C", "C", "C", "C", "H", "H", "H", "H", "H", "H", "H", "H", "H", "H", "H", "H", "H", "H", "H", "H", "H", "H", "H", "H", "H"], "positions_angstrom": [[-0.962, 0.444, -2.148], [1.226, 5.639, -0.506], [0.996, 4.680, 0.409], [-0.098, 3.889, 0.230], [-0.324, 2.821, 1.100], [-1.172, 1.734, 0.633], [-1.739, 1.838, -0.475], [-1.206, 0.574, 1.463], [-0.556, 0.587, 2.654], [0.239, 1.597, 3.084], [1.018, 1.428, 4.282], [0.820, 2.402, 5.403], [0.308, 0.995, 5.524], [0.468, 2.676, 2.241], [1.588, 3.500, 2.403], [1.924, 4.424, 1.436], [3.333, 4.739, 1.348], [3.672, 6.022, 0.725], [5.166, 6.132, 0.496], [5.587, 5.000, -0.382], [5.364, 3.703, 0.330], [3.881, 3.599, 0.571], [-1.827, -0.736, 1.011], [-2.304, -1.477, 1.873], [-1.728, -0.947, -0.236], [-0.688, 3.985, -0.675], [-0.632, -0.280, 3.298], [2.019, 1.046, 4.114], [0.092, 3.184, 5.239], [1.689, 2.694, 5.976], [-0.761, 0.847, 5.454], [0.822, 0.304, 6.177], [2.311, 3.304, 3.183], [3.345, 6.835, 1.373], [3.201, 6.158, -0.251], [5.747, 6.054, 1.415], [5.396, 7.069, -0.009], [6.555, 5.098, -0.677], [4.992, 4.948, -1.250], [5.963, 3.725, 1.241], [5.674, 2.894, -0.330], [3.664, 2.672, 1.097], [3.400, 3.520, -0.414], [2.489, 0.638, -5.227], [2.001, 2.070, -3.368], [-0.334, 2.945, -3.435], [1.572, 0.671, -1.247], [3.784, 3.755, -3.077], [-1.746, -7.047, -1.487], [-2.939, -6.095, -1.500], [-4.090, -6.688, -0.693], [-2.347, -4.170, -0.628], [-1.114, -3.439, -2.278], [0.355, -3.403, -1.870], [-1.302, -4.112, -3.632], [-4.114, -3.013, -1.184], [-4.908, -3.540, -2.372], [-5.004, -2.796, 0.037], [-2.013, -8.024, -1.907], [-1.400, -7.215, -0.463], [-0.901, -6.659, -2.056], [-3.263, -5.926, -2.530], [-3.785, -6.859, 0.344], [-4.408, -7.654, -1.103], [-4.962, -6.033, -0.669], [-1.469, -2.409, -2.354], [0.750, -4.413, -1.715], [0.493, -2.842, -0.944], [0.963, -2.922, -2.642], [-0.966, -5.151, -3.618], [-0.713, -3.592, -4.394], [-2.343, -4.105, -3.959], [-3.661, -2.055, -1.451], [-5.361, -4.512, -2.162], [-4.292, -3.647, -3.266], [-5.725, -2.851, -2.617], [-5.454, -3.737, 0.370], [-5.824, -2.110, -0.201], [-4.433, -2.380, 0.868]], "forces_ev_per_angstrom": [[0.1, 0.2, 0.1], [0.1, 0.1, 0.0], [-0.1, 0.0, 0.0], [0.0, 0.0, 0.0], [0.0, 0.0, 0.0], [0.2, -0.1, 0.3], [-0.2, 0.0, -0.3], [0.0, 0.0, 0.0], [0.0, 0.0, -0.1], [0.0, 0.0, 0.0], [0.0, 0.0, 0.0], [0.0, 0.0, 0.0], [0.0, 0.0, 0.0], [0.0, 0.0, 0.0], [-0.1, 0.0, 0.0], [0.2, 0.0, 0.0], [-0.2, 0.0, 0.0], [0.0, -0.1, -0.1], [0.0, 0.0, 0.0], [0.0, 0.0, -0.1], [-0.1, 0.0, 0.0], [0.0, -0.1, 0.0], [0.0, 0.1, 0.0], [0.0, 0.1, -0.1], [0.1, -0.1, -0.1], [0.0, 0.0, 0.0], [0.0, 0.0, 0.0], [0.0, 0.0, 0.0], [0.0, 0.0, 0.0], [0.0, 0.0, 0.0], [0.0, 0.0, 0.0], [0.0, 0.0, 0.0], [0.0, 0.0, 0.0], [0.0, 0.0, 0.0], [0.0, 0.0, 0.0], [0.0, 0.0, 0.0], [0.0, 0.0, 0.0], [0.0, 0.0, 0.0], [-0.1, -0.2, -0.1], [0.0, 0.0, 0.0], [0.0, 0.0, 0.0], [0.1, 0.0, 0.1], [0.0, 0.0, 0.0], [0.0, 0.0, 0.1], [-0.2, -0.2, 0.2], [0.1, 0.1, 0.0], [0.1, 0.1, 0.0], [0.3, 0.4, 0.2], [0.0, 0.0, 0.0], [0.0, 0.1, 0.0], [0.0, 0.0, 0.0], [0.0, 0.0, -0.1], [-0.1, 0.0, 0.0], [0.0, 0.0, 0.0], [0.0, 0.0, 0.0], [0.0, 0.0, 0.0], [0.0, 0.0, 0.0], [0.0, 0.0, 0.0], [0.0, 0.0, 0.0], [0.0, 0.0, 0.0], [0.0, 0.0, 0.0], [0.0, 0.0, 0.0], [0.0, 0.0, 0.0], [0.0, 0.0, 0.0], [0.0, 0.0, 0.0], [0.0, 0.0, 0.0], [0.0, 0.0, 0.0], [0.0, 0.0, 0.0], [0.0, 0.0, 0.0], [0.0, 0.0, 0.0], [0.0, 0.0, 0.0], [0.0, 0.0, 0.0], [0.0, 0.0, 0.0], [0.0, 0.0, 0.0], [0.0, 0.0, 0.0], [0.0, 0.0, 0.0], [0.0, 0.0, 0.0], [0.0, 0.0, 0.0], [0.0, 0.0, 0.0]], "total_charge": -1, "homo_lumo_gap_ev": 5.3, "e_above_lowest_ev": 0.000}

=====

# 4
{"formula": "C19H21N3O2S6Sn", "method": "wB97M-V/def2-TZVPD", "symbols": ["Sn", "O", "C", "S", "C", "C", "S", "S", "S", "C", "C", "C", "C", "C", "C", "C", "C", "N", "H", "H", "H", "H", "H", "H", "H", "H", "H", "C", "S", "C", "O", "H", "H", "H", "H", "H", "H", "N", "C", "S", "C", "C", "C", "N", "C", "C", "H", "H", "H", "H", "H", "H"], "positions_angstrom": [[2.966, -0.111, -0.368], [2.832, -7.235, -0.391], [2.966, -6.029, -0.332], [3.672, -5.044, -1.606], [3.553, -3.477, -0.806], [2.996, -3.477, 0.420], [2.772, -2.101, 1.469], [2.468, -5.041, 1.037], [4.198, -2.108, -1.674], [-1.615, -0.563, -0.399], [-1.193, 0.008, -1.718], [-2.124, 0.392, -2.662], [-1.758, 0.933, -3.900], [-0.395, 1.042, -4.175], [0.578, 0.659, -3.266], [2.033, 0.821, -3.585], [0.226, 0.146, -1.962], [1.111, -0.139, -1.031], [-2.698, -0.708, -0.362], [-1.325, 0.099, 0.420], [-1.110, -1.514, -0.211], [-3.179, 0.268, -2.426], [-2.503, 1.224, -4.630], [-0.075, 1.442, -5.136], [2.173, 1.186, -4.606], [2.572, -0.127, -3.470], [2.514, 1.529, -2.898], [-0.094, 2.387, -1.705], [-1.470, 2.192, -0.583], [-2.758, 2.063, -1.833], [-1.693, 3.532, 0.064], [-0.204, 3.350, -2.207], [-0.080, 1.546, -2.405], [0.812, 2.356, -1.100], [-2.784, 2.990, -2.409], [-3.701, 1.922, -1.307], [-2.545, 1.197, -2.470], [-0.176, -1.239, 6.230], [-1.037, -0.292, 5.840], [-2.325, 0.150, 6.784], [-0.727, 0.309, 4.514], [-0.063, -0.425, 3.537], [0.284, 0.208, 2.353], [0.005, 1.473, 2.096], [-0.691, 2.161, 2.999], [-1.070, 1.629, 4.224], [-0.336, -1.708, 7.104], [0.640, -1.460, 5.683], [0.182, -1.474, 3.650], [0.760, -0.329, 1.546], [-0.958, 3.173, 2.715], [-1.622, 2.214, 4.946]], "forces_ev_per_angstrom": [[0.5, 0.0, 0.1], [0.0, 0.0, 0.0], [0.0, 0.0, 0.0], [0.0, 0.0, 0.0], [0.0, 0.0, 0.0], [0.0, 0.0, 0.0], [0.0, 0.0, -0.1], [0.0, 0.0, 0.0], [-0.1, 0.1, 0.0], [0.3, -0.8, 0.1], [1.0, -2.8, 0.2], [6.3, -14.5, -3.3], [1.5, -0.8, -2.7], [0.2, -1.3, -0.4], [1.4, -2.7, -3.4], [-0.1, 0.0, 0.1], [0.7, -4.1, 0.7], [-1.1, -0.1, -0.6], [-0.1, 0.0, 0.0], [-0.2, -0.5, -0.1], [-0.1, -0.2, 0.0], [-0.2, -3.5, -0.9], [0.0, 0.1, 0.1], [0.0, 0.0, 0.1], [0.0, 0.0, 0.0], [0.0, 0.1, 0.0], [0.1, 0.1, 0.0], [-1.1, 3.6, 1.5], [0.5, 1.5, 0.1], [-1.4, 5.9, 3.3], [-0.3, 0.7, 0.4], [0.0, 0.3, 0.1], [-0.6, 4.1, 1.2], [-0.1, 0.1, 0.0], [0.0, 0.1, -0.2], [-0.3, -0.1, 0.1], [-6.5, 14.6, 3.3], [0.0, 0.0, 0.0], [0.0, 0.0, 0.0], [0.0, 0.0, 0.0], [0.0, 0.0, 0.0], [0.1, 0.0, 0.1], [0.0, -0.2, -0.1], [-0.2, 0.5, 0.0], [0.1, -0.1, 0.2], [0.0, -0.1, 0.0], [0.0, 0.0, 0.0], [0.0, 0.0, 0.0], [0.0, 0.0, 0.0], [0.1, -0.2, 0.0], [0.0, 0.0, 0.0], [0.0, 0.0, 0.0]], "total_charge": -2, "homo_lumo_gap_ev": 4.4, "e_above_lowest_ev": 11.703}

=====

# 5
{"formula": "C46H56BN8O2S4Tc", "method": "wB97M-V/def2-TZVPD", "symbols": ["Tc", "C", "C", "C", "C", "N", "C", "C", "N", "B", "N", "C", "C", "N", "C", "S", "C", "C", "C", "C", "N", "C", "C", "N", "C", "S", "C", "C", "C", "C", "C", "S", "H", "H", "H", "H", "H", "H", "H", "H", "H", "H", "H", "H", "H", "H", "H", "H", "H", "H", "H", "H", "H", "H", "H", "H", "H", "H", "H", "H", "H", "H", "H", "H", "H", "H", "C", "C", "C", "C", "C", "C", "C", "C", "C", "S", "C", "N", "H", "H", "H", "H", "H", "H", "H", "H", "C", "C", "C", "C", "C", "C", "N", "C", "C", "C", "C", "C", "C", "C", "O", "O", "C", "C", "H", "H", "H", "H", "H", "H", "H", "H", "H", "H", "H", "H", "H", "H"], "positions_angstrom": [[0.222, -0.749, 0.336], [2.776, 4.228, -1.068], [2.892, 3.053, -2.041], [1.530, 2.680, -2.613], [3.803, 3.459, -3.197], [3.530, 1.904, -1.295], [4.821, 1.447, -1.530], [5.149, 0.635, -0.509], [4.077, 0.596, 0.358], [4.205, -0.109, 1.739], [3.273, 0.539, 2.798], [3.674, 1.684, 3.450], [2.688, 2.045, 4.293], [1.674, 1.112, 4.157], [2.048, 0.208, 3.230], [1.114, -1.156, 2.687], [0.412, 1.091, 4.988], [-0.808, 1.196, 4.081], [0.417, 2.293, 5.931], [0.399, -0.186, 5.823], [4.006, -1.653, 1.677], [4.618, -2.457, 2.612], [4.209, -3.722, 2.401], [3.334, -3.695, 1.327], [3.229, -2.419, 0.903], [2.267, -1.858, -0.431], [2.659, -4.916, 0.745], [3.043, -6.137, 1.581], [1.145, -4.741, 0.814], [3.149, -5.128, -0.683], [3.079, 1.336, -0.153], [1.485, 1.491, 0.521], [2.472, 5.119, -1.620], [3.738, 4.427, -0.591], [2.030, 4.032, -0.297], [1.002, 3.603, -2.859], [0.912, 2.133, -1.903], [1.643, 2.100, -3.532], [3.294, 4.246, -3.754], [3.980, 2.631, -3.885], [4.759, 3.858, -2.856], [5.402, 1.745, -2.380], [6.063, 0.102, -0.311], [5.334, 0.082, 2.119], [4.629, 2.142, 3.259], [2.638, 2.872, 4.972], [-0.780, 2.122, 3.506], [-1.701, 1.217, 4.709], [-0.896, 0.352, 3.396], [0.429, 3.239, 5.388], [1.252, 2.267, 6.633], [-0.503, 2.256, 6.511], [0.367, -1.076, 5.196], [-0.488, -0.182, 6.458], [1.282, -0.233, 6.464], [5.286, -2.055, 3.355], [4.461, -4.620, 2.928], [2.700, -6.051, 2.614], [4.118, -6.326, 1.571], [2.554, -7.004, 1.141], [0.833, -4.466, 1.824], [0.673, -5.691, 0.554], [0.788, -3.978, 0.125], [4.227, -5.302, -0.696], [2.921, -4.274, -1.319], [2.655, -6.008, -1.097], [0.767, -0.664, -2.918], [-0.277, -1.681, -2.574], [-0.841, -2.445, -3.619], [-1.901, -3.257, -3.372], [-2.421, -3.352, -2.060], [-3.552, -4.136, -1.740], [-3.995, -4.195, -0.449], [-3.297, -3.518, 0.572], [-2.183, -2.771, 0.288], [-1.235, -2.049, 1.577], [-1.768, -2.634, -1.048], [-0.702, -1.794, -1.331], [0.349, 0.024, -3.655], [1.641, -1.147, -3.360], [1.095, -0.076, -2.061], [-0.431, -2.336, -4.614], [-2.363, -3.829, -4.170], [-4.057, -4.675, -2.532], [-4.876, -4.770, -0.201], [-3.631, -3.591, 1.600], [-4.271, 1.350, -5.313], [-4.985, 1.100, -4.003], [-6.091, 0.261, -4.015], [-6.762, -0.025, -2.837], [-6.333, 0.536, -1.654], [-5.226, 1.387, -1.618], [-4.880, 1.846, -0.325], [-3.906, 2.806, 0.024], [-4.185, 4.159, -0.143], [-3.255, 5.125, 0.205], [-2.022, 4.750, 0.727], [-1.732, 3.405, 0.887], [-2.670, 2.431, 0.560], [-2.360, 0.982, 0.702], [-3.160, 0.184, 1.128], [-1.160, 0.671, 0.211], [-4.533, 1.680, -2.801], [-3.285, 2.540, -2.814], [-4.741, 0.776, -6.110], [-3.219, 1.056, -5.268], [-4.300, 2.403, -5.602], [-6.423, -0.170, -4.952], [-7.627, -0.676, -2.843], [-6.856, 0.331, -0.727], [-4.987, 1.131, 0.378], [-5.148, 4.436, -0.555], [-3.495, 6.173, 0.074], [-1.292, 5.501, 1.003], [-0.757, 3.101, 1.253], [-3.457, 3.537, -2.413], [-2.912, 2.665, -3.827], [-2.482, 2.095, -2.219]], "forces_ev_per_angstrom": [[0.3, 0.3, 1.4], [0.0, 0.0, 0.1], [0.1, 0.0, 0.1], [-0.1, -0.1, -0.1], [0.0, 0.0, 0.0], [0.0, 0.1, -0.4], [-0.2, 0.1, 0.1], [-0.1, 0.1, 0.1], [0.0, -0.3, 0.2], [-0.1, -0.1, -0.1], [0.3, 0.0, 0.0], [-0.1, -0.1, -0.1], [-0.1, -0.1, 0.0], [-0.2, 0.1, 0.3], [0.0, 0.1, -0.1], [0.0, 0.3, -0.2], [0.1, 0.0, -0.1], [-0.1, -0.1, -0.1], [0.1, 0.0, 0.0], [0.0, -0.1, 0.0], [0.2, 0.3, 0.0], [-0.1, 0.1, 0.0], [-0.2, 0.0, -0.1], [0.1, -0.3, -0.1], [-0.2, -0.1, 0.1], [0.1, -0.1, -0.1], [0.0, 0.0, 0.2], [0.0, 0.1, 0.0], [-0.1, 0.0, 0.0], [0.1, 0.1, -0.1], [0.1, 0.0, 0.3], [0.1, -0.2, -0.6], [0.0, 0.0, 0.0], [0.0, 0.0, 0.0], [0.0, 0.0, 0.0], [0.0, 0.0, -0.1], [0.0, 0.1, -0.1], [0.0, 0.0, 0.1], [0.0, 0.0, 0.0], [0.0, 0.0, 0.0], [0.0, 0.0, 0.0], [0.0, 0.0, 0.0], [0.0, 0.0, 0.0], [-0.1, -0.1, -0.1], [0.0, 0.0, 0.0], [0.0, 0.0, 0.0], [0.0, 0.0, 0.0], [0.0, 0.0, 0.0], [0.0, 0.1, 0.1], [0.0, 0.0, 0.0], [0.0, 0.0, 0.0], [0.0, 0.0, 0.0], [0.0, 0.0, 0.1], [0.0, 0.0, 0.0], [0.0, 0.0, 0.0], [0.0, 0.0, -0.1], [0.0, 0.0, 0.0], [0.0, 0.0, 0.0], [0.0, 0.0, 0.0], [0.0, 0.0, 0.0], [0.0, 0.0, 0.0], [0.0, 0.0, 0.0], [0.0, -0.1, 0.0], [0.0, 0.0, 0.0], [0.0, -0.1, 0.0], [0.0, 0.0, 0.0], [0.0, -0.1, -0.1], [-0.1, 0.2, -0.1], [0.0, 0.1, 0.0], [-0.1, 0.0, 0.0], [-0.1, -0.1, -0.2], [0.0, 0.0, 0.0], [0.1, 0.1, 0.1], [-0.2, -0.1, 0.0], [0.1, 0.1, 0.1], [0.0, -0.4, -0.4], [0.3, 0.1, 0.0], [-0.2, 0.1, 0.0], [0.0, 0.0, 0.0], [0.0, 0.0, 0.0], [0.0, 0.0, 0.0], [0.0, 0.0, 0.0], [0.0, 0.0, 0.0], [0.0, 0.0, 0.0], [0.0, 0.0, 0.0], [0.0, 0.0, 0.0], [0.0, 0.0, 0.0], [0.1, 0.1, 0.0], [0.0, 0.0, 0.0], [0.0, 0.0, 0.0], [-0.1, -0.1, 0.0], [0.1, 0.1, 0.2], [0.0, 0.0, -0.1], [-0.2, 0.0, 0.0], [0.0, 0.1, 0.0], [0.0, 0.0, 0.0], [0.0, 0.0, 0.0], [0.1, 0.0, 0.0], [0.0, 0.1, 0.0], [0.2, -0.3, -0.4], [-0.1, -0.1, 0.2], [-0.1, 0.2, 0.3], [0.2, 0.0, -0.1], [0.0, -0.1, 0.0], [0.0, 0.0, 0.0], [0.0, 0.0, 0.0], [0.0, 0.0, 0.0], [0.0, 0.0, 0.0], [0.0, 0.0, 0.0], [0.0, 0.0, 0.0], [0.1, -0.1, -0.1], [0.0, 0.0, 0.0], [0.0, 0.0, 0.0], [0.0, 0.0, 0.0], [-0.1, 0.0, 0.0], [0.0, 0.0, -0.1], [0.0, 0.0, 0.0], [0.0, 0.0, 0.0]], "spin_multiplicity": 4, "total_charge": 1, "homo_lumo_gap_ev": [6.3, 5.7], "e_above_lowest_ev": 0.533}